(1)
83
Properties=species:S:1:pos:R:3 method="wB97M-V/def2-TZVPD" homo_ev="-13.550 / -13.599" lumo_ev="-7.0 / -6.9" charge=+2 multiplicity=2 relative_energy_kj_mol=14.1
Re -0.06700 0.15845 0.33672
S 1.19878 4.30183 -0.72527
C 2.47661 3.63833 0.26197
C 3.70204 4.20938 0.58471
C 4.55574 3.47992 1.38935
C 4.19504 2.21294 1.86224
C 2.97857 1.64751 1.53644
C 2.11570 2.37389 0.72475
N 0.85731 1.97191 0.26283
C 0.27859 2.90347 -0.49268
C -1.03193 2.58435 -1.02205
C -1.83494 3.47405 -1.71446
C -3.06093 3.03794 -2.19779
C -3.45276 1.72207 -1.99282
C -2.63163 0.83404 -1.30037
C -1.40617 1.24424 -0.78593
H 3.97714 5.19082 0.22349
H 5.51438 3.89842 1.66283
H 4.88125 1.66954 2.49745
H 2.69828 0.67020 1.90757
H -1.51644 4.49667 -1.87917
H -3.70558 3.71920 -2.73598
H -4.40581 1.37983 -2.37436
H -2.97060 -0.18802 -1.17851
S 2.65106 -2.47506 1.18994
C 1.83252 -1.62608 0.21413
C -1.14211 -2.87517 4.02738
C -2.63993 -2.95429 3.75628
C -3.22631 -1.76542 3.00821
S -2.75728 -1.50121 1.29340
O -1.28274 -0.93556 1.41233
C -2.48125 -3.13579 0.63688
C -1.94726 -3.04812 -0.80696
C -2.86627 -3.73712 -1.80877
H -0.80823 -3.78349 4.52576
H -0.90586 -2.03207 4.67762
H -0.55958 -2.76124 3.11126
H -3.18030 -2.99039 4.70459
H -2.89717 -3.88279 3.24333
H -2.97063 -0.81065 3.47602
H -4.31804 -1.81261 2.95450
H -3.46818 -3.60806 0.67891
H -1.81748 -3.66367 1.31936
H -0.95184 -3.49204 -0.84070
H -1.80343 -2.00226 -1.09723
H -3.00247 -4.78781 -1.54959
H -2.44014 -3.69236 -2.80986
H -3.84922 -3.26310 -1.83206
C 1.14828 -0.91183 -0.68186
Ge 1.93081 -0.99563 -2.59902
C 1.12173 -2.57076 -3.36213
C 0.35438 -2.49322 -4.52266
C -0.21013 -3.64224 -5.06281
C -0.01852 -4.86897 -4.44422
C 0.74161 -4.95488 -3.28336
C 1.30981 -3.80998 -2.74512
C 3.80224 -1.17217 -2.15420
C 4.53034 -2.31035 -2.49400
C 5.85917 -2.43234 -2.10546
C 6.46532 -1.42176 -1.37410
C 5.74774 -0.28094 -1.03340
C 4.42288 -0.15753 -1.42093
C 1.49543 0.67950 -3.45414
C 0.16769 1.03209 -3.70275
C -0.12928 2.20048 -4.38931
C 0.89625 3.03056 -4.82454
C 2.21906 2.68550 -4.58731
C 2.51928 1.51024 -3.91110
H 0.21221 -1.54204 -5.02252
H -0.79059 -3.57962 -5.97387
H -0.45123 -5.76326 -4.87283
H 0.90501 -5.91526 -2.81185
H 1.91744 -3.88939 -1.84908
H 4.07050 -3.09953 -3.07674
H 6.42220 -3.31428 -2.38055
H 7.50086 -1.51792 -1.07591
H 6.22490 0.51369 -0.47407
H 3.87287 0.74036 -1.15407
H -0.64044 0.38274 -3.38609
H -1.15992 2.45540 -4.59874
H 0.66378 3.93704 -5.36829
H 3.01872 3.32027 -4.94579
H 3.55524 1.23863 -3.74657



(2)
5
Properties=species:S:1:pos:R:3 method="wB97M-V/def2-TZVPD" homo_ev="-10.266 / -10.264" lumo_ev="-1.4 / -1.4" charge=0 relative_energy_kj_mol=339.4
N 0.64007 0.28141 0.38020
O -0.48421 -1.08518 -0.14175
F 0.21119 1.29481 -0.38696
Cl -2.02153 -0.58393 -0.26750
Br 2.20200 -0.37868 -0.22388



(3)
24
Properties=species:S:1:pos:R:3 method="wB97M-V/def2-TZVPD" homo_ev=-8.332 smiles=CCCSC.O.O.O lumo_ev=0.5 charge=0 relative_energy_kj_mol=228.7
C -0.43711 -2.55047 0.12405
C 0.52716 -1.35225 0.48651
C 0.61847 -0.38972 -0.80931
S 1.54915 1.12244 -0.55409
C 0.76532 1.78317 1.01139
H -1.42848 -2.22165 0.16979
H -0.40437 -3.40149 0.84058
H -0.18122 -2.92209 -0.87443
H 0.34864 -0.96059 1.42735
H 1.57170 -1.86332 0.61748
H 1.15062 -1.00366 -1.63038
H -0.36284 -0.04025 -1.35267
H -0.25407 1.91698 0.61129
H 1.48084 2.51740 1.32470
H 0.55917 0.84783 1.64332
H -2.85974 3.74383 2.43144
H -2.40584 4.50728 1.17114
O -3.26834 4.05040 1.51708
H 5.28677 -2.32862 1.03274
H 5.17959 -2.02167 2.49115
O 4.94802 -2.77860 1.78541
H -5.30774 -0.74701 -2.38238
H -6.11532 -1.56390 -3.44137
O -5.41558 -0.94211 -3.31376



(4)
18
Properties=species:S:1:pos:R:3 method="wB97M-V/def2-TZVPD" homo_ev="-10.994 / -10.994" lumo_ev="-4.2 / -4.2" charge=+1 relative_energy_kj_mol=319.8
B 0.29605 1.28101 -0.06920
C 0.38023 -1.20525 1.24910
C -1.08620 0.80229 -0.26149
N 0.73747 1.86064 1.07995
N 0.73077 -2.25532 0.44985
N -1.43524 0.70873 -1.72105
O 1.19675 1.26287 -1.09351
H -0.42405 -1.46584 1.95479
H 1.05376 -0.31290 1.21858
H -2.02458 0.77436 0.28928
H 0.03687 2.25808 1.77360
H 1.73200 2.10343 1.41624
H 1.44554 -2.16569 -0.29489
H 0.13265 -3.07666 0.25960
H -2.37849 0.36848 -1.94864
H -1.49437 1.66750 -2.04101
H -0.64002 0.31602 -2.31718
H 2.10399 1.26098 -0.85067



(5)
85
Properties=species:S:1:pos:R:3 method="wB97M-V/def2-TZVPD" homo_ev=-11.903 lumo_ev=-5.0 charge=+1
C -2.72793 -4.97312 1.41127
O -1.32165 -4.89135 1.08580
B -1.04031 -3.98299 0.11469
O -0.51205 -4.30455 -1.11048
C -1.34482 -2.42991 0.42402
C -0.94967 -1.80807 1.59824
C -1.25751 -0.47754 1.80123
N -1.95539 0.19762 0.89422
C -2.37043 -0.35622 -0.25330
C -3.10542 0.53989 -1.19691
O -2.89753 1.71684 -1.13975
N -3.98775 -0.00913 -2.15637
C -5.33913 0.18402 -1.80107
O -5.74432 0.57048 -0.75487
F -6.14207 -0.15264 -2.80791
C -2.06306 -1.66514 -0.50958
H -2.99828 -6.02432 1.38208
H -3.36187 -4.46398 0.67991
H -2.91421 -4.54621 2.39407
H -1.21499 -4.55310 -1.72238
H -0.41615 -2.36740 2.35362
H -0.96467 0.01882 2.71406
H -2.18630 1.16846 1.08683
H -3.83854 -1.00236 -2.31845
H -2.37044 -2.11438 -1.44398
C 2.46412 0.42161 -0.26419
Cl 0.76336 0.58894 0.24029
Cl 2.78050 -1.22229 -0.79300
H 2.66336 1.10928 -1.07772
H 3.09095 0.64524 0.59123
C 5.24146 -1.87917 2.23363
Cl 5.39838 -0.21249 1.66685
Cl 3.57255 -2.45480 2.22364
H 5.83411 -2.51472 1.58696
H 5.60567 -1.92281 3.24848
C -0.80587 4.20141 -2.25369
Cl 0.25175 3.14382 -3.20329
Cl 0.09247 5.07724 -1.01002
H -1.27031 4.91822 -2.91994
H -1.55800 3.59181 -1.77082
C -8.69203 2.27629 -0.12262
Cl -8.65477 3.96468 -0.65611
Cl -10.33504 1.64073 -0.05072
H -8.11962 1.68539 -0.82540
H -8.25222 2.21740 0.86555
C 8.19560 -1.86248 5.35760
Cl 7.67517 -3.14571 4.25418
Cl 7.11550 -0.46339 5.30667
H 8.20960 -2.25950 6.36515
H 9.18667 -1.54169 5.05885
C 5.92583 -3.26625 -2.23658
Cl 7.10447 -4.41832 -2.86651
Cl 6.62915 -2.19848 -1.01258
H 5.56525 -2.65584 -3.05593
H 5.10909 -3.81750 -1.78539
C 10.38698 -1.49090 0.35791
Cl 9.32562 -1.37647 1.77351
Cl 11.73701 -2.59103 0.65515
H 9.81654 -1.86808 -0.48154
H 10.78111 -0.50599 0.14106
C 7.46684 1.32313 -2.18575
Cl 6.37015 1.47991 -0.80677
Cl 8.80155 0.21252 -1.84874
H 6.91005 0.94464 -3.03436
H 7.87985 2.29919 -2.40836
C -9.28169 7.33551 -1.90582
Cl -10.73102 8.29237 -2.22127
Cl -8.36932 7.01020 -3.38929
H -8.64459 7.87869 -1.21790
H -9.57931 6.39011 -1.46751
C 3.05423 -3.29601 6.35136
Cl 4.49892 -2.95741 5.39715
Cl 1.58230 -3.33884 5.35978
H 3.17252 -4.26199 6.82637
H 2.94106 -2.51817 7.09636
C -5.04427 -1.59071 -5.71722
Cl -6.35363 -2.74854 -5.91759
Cl -3.56019 -2.36942 -5.11959
H -4.82250 -1.13709 -6.67537
H -5.35063 -0.83850 -5.00251
C -6.08811 7.03352 0.36950
Cl -5.41820 8.02822 -0.92593
Cl -7.56195 7.73440 1.05108
H -6.32966 6.05609 -0.03344
H -5.35235 6.95032 1.16018



(6)
66
Properties=species:S:1:pos:R:3 method="wB97M-V/def2-TZVPD" homo_ev="-13.933 / -13.538" lumo_ev="-8.1 / -8.2" charge=+2
Pb -0.35618 -1.16413 -0.85425
C 4.83058 -3.32787 -2.36543
C 4.21545 -2.13810 -2.74859
C 3.22540 -1.58195 -1.96197
C 2.87201 -2.19741 -0.75770
C 3.49311 -3.39584 -0.37174
C 4.46315 -3.95648 -1.18131
N 1.84612 -1.65718 0.02517
C 2.03074 -1.53849 1.36442
C 3.30697 -1.49766 1.98154
C 3.41243 -1.39303 3.34776
C 2.26899 -1.34351 4.15549
C 1.00899 -1.36841 3.58227
C 0.88423 -1.44184 2.20534
N -0.35381 -1.49587 1.54461
N -1.34803 -1.79279 2.21658
C -2.55508 -1.93438 1.49403
C -3.71225 -2.10104 2.22616
C -4.90127 -2.31696 1.53973
C -4.87461 -2.37297 0.15872
C -3.65848 -2.20255 -0.49473
N -2.52399 -1.97920 0.15845
H 5.59277 -3.76593 -2.99553
H 4.51557 -1.64335 -3.66252
H 2.75766 -0.65247 -2.25081
H 3.18215 -3.88965 0.54093
H 4.93464 -4.88540 -0.88944
H 4.19237 -1.51438 1.36216
H 4.39160 -1.34419 3.80494
H 2.37548 -1.28040 5.22971
H 0.11042 -1.32608 4.18286
H -3.66276 -2.06357 3.30586
H -5.82790 -2.45643 2.08043
H -5.77145 -2.56205 -0.41489
H -3.59768 -2.26023 -1.57606
C 1.06416 1.94861 0.69005
Si -0.40317 1.87030 -0.44007
C -0.04014 2.34708 -2.22138
C -1.21326 2.06728 -3.16639
C 1.20098 1.60880 -2.72570
C 0.26360 3.86184 -2.19899
C -2.03992 2.23799 0.40345
C -2.14385 3.77835 0.45422
C -2.01462 1.69842 1.83570
C -3.25030 1.66616 -0.34276
H 1.25721 2.98927 0.97395
H 1.96534 1.56416 0.20963
H 0.89448 1.38581 1.60987
H -1.51512 1.01522 -3.15984
H -0.91353 2.31519 -4.18831
H -2.08444 2.67650 -2.93039
H 1.02296 0.53367 -2.80738
H 2.07778 1.77881 -2.09695
H 1.44268 1.96791 -3.73013
H -0.58207 4.45495 -1.85343
H 0.49153 4.18682 -3.21832
H 1.13102 4.10191 -1.57824
H -1.30034 4.23997 0.97542
H -3.05183 4.04887 1.00139
H -2.22246 4.22094 -0.53924
H -1.20129 2.12380 2.42644
H -1.92968 0.61054 1.86249
H -2.95214 1.96767 2.33078
H -3.35008 2.07192 -1.34736
H -4.16126 1.92793 0.20408
H -3.20955 0.57510 -0.41474



Strongest force on any atom / eV/A: 0.30; 3.35; 5.06; 6.51; 0.93; 0.46
Molecular weight / g/mol: 890.75; 164.36; 144.24; 103.94; 1246.18; 637.87
DFT total energy / a.u.: -4987.51961; -3263.81659; -785.81529; -346.89731; -12361.49171; -1711.94205